# 1
The following is a quantum chemistry calculation of C20H26BBr2F4MgN2O17P2S as an isolated structure at a distorted geometry, from OMol25.

Element x y z (Å)
N: -4.4998 -1.8460 -6.1657
P: -3.9952 -3.2132 -5.5713
P: -3.4837 -2.8818 -3.3878
Br: -1.3667 -3.5243 -3.6859
Br: -2.9848 -2.2301 -1.1472
H: -3.9199 -1.5786 -6.9543
H: -2.8835 -3.7620 -6.2396
H: -5.0285 -4.1837 -5.6501
H: -4.5344 -3.7042 -2.9334
H: -3.7778 -1.5211 -3.6273
Mg: -2.7175 -4.4589 0.3625
C: -3.8539 3.7447 1.6872
C: -3.5138 3.1844 0.3306
C: -4.6935 3.0326 -0.6032
O: -4.2750 1.9344 -1.4337
C: -3.4218 1.1928 -0.6998
O: -3.0406 0.0995 -1.0142
O: -3.0557 1.8185 0.4235
H: -4.5013 3.0606 2.2375
H: -2.9508 3.8761 2.2815
H: -4.3501 4.7105 1.5926
H: -2.7173 3.7721 -0.1310
H: -4.8804 3.9196 -1.2025
H: -5.6135 2.7466 -0.0880
B: 2.3105 -1.9455 2.2087
O: 3.6131 -2.5920 2.0163
C: 4.2304 -2.6388 3.1989
O: 5.3127 -3.1060 3.3929
C: 3.3174 -2.0062 4.2422
O: 3.5495 -1.8859 5.4060
O: 2.1982 -1.6111 3.6304
O: 2.1720 -0.7361 1.3512
C: 1.1462 -0.8947 0.5562
O: 0.7401 -0.1157 -0.2631
C: 0.5249 -2.2706 0.8471
O: -0.4329 -2.7639 0.2901
O: 1.1862 -2.8574 1.7902
C: 3.9081 -5.7235 0.4097
C: 2.3745 -5.9642 0.2135
O: 1.7471 -4.9456 -0.1287
O: 1.9902 -7.1211 0.4249
H: 4.1706 -4.6891 0.2125
H: 4.1731 -5.9674 1.4360
H: 4.4542 -6.3737 -0.2715
C: 5.2982 0.4808 2.1688
O: 4.5423 0.1851 3.0837
N: 5.5628 1.7255 1.7616
C: 6.4717 2.0064 0.6616
C: 4.9210 2.8463 2.4364
H: 5.8336 -0.2901 1.5878
H: 7.2911 2.6289 1.0200
H: 5.9299 2.5400 -0.1216
H: 6.8728 1.0792 0.2527
H: 5.1921 2.8360 3.4913
H: 3.8365 2.7440 2.3547
H: 5.2389 3.7839 1.9915
C: 8.4222 7.1851 1.6805
F: 9.6592 7.1857 1.1545
F: 8.4450 8.0218 2.7313
F: 7.6082 7.7358 0.7613
S: 7.8776 5.4920 2.1603
O: 8.8506 5.0672 3.1390
O: 7.9113 4.7315 0.9272
O: 6.5502 5.6850 2.7036
F: -7.1615 -2.9423 -0.4307
C: -7.5419 -1.9516 -1.2718
C: -8.8653 -1.5669 -1.3040
C: -9.2430 -0.5479 -2.1672
C: -8.3010 0.0604 -2.9868
C: -6.9748 -0.3456 -2.9412
C: -6.5905 -1.3565 -2.0725
H: -9.5850 -2.0587 -0.6633
H: -10.2760 -0.2291 -2.2003
H: -8.6014 0.8508 -3.6611
H: -6.2388 0.1230 -3.5813
H: -5.5629 -1.6857 -2.0102

Summary:
Largest force on an atom in eV Å⁻¹: 3.17
Frontier orbital gap in eV: 2.2
HOMO energy in eV: -5.68
Charge: -1
Calculated total energy in a.u.: -9019.73016

=====

# 2
The following is a quantum chemistry calculation of a 3-piece molecular cluster, C7H16Br4F4N4P overall at a distorted geometry, from OMol25.

Element x y z (Å)
N: -3.7517 4.0446 -2.9167
P: -2.7250 4.7093 -1.8093
N: -1.0086 4.3892 -2.1542
C: -0.7878 3.2234 -3.0840
N: -0.8911 3.4999 -4.4535
N: -0.5182 1.7859 -2.7165
C: -0.1693 1.5902 -1.2600
F: -0.0496 0.0965 -1.0634
F: -1.2419 2.0161 -0.3059
C: 1.3026 2.2011 -0.8196
F: 1.2421 2.3412 0.6821
F: 2.4469 1.2944 -1.1666
H: -4.2770 4.8479 -3.3772
H: -3.0826 4.2338 -0.4664
H: -2.9376 6.1338 -1.8884
H: -0.4066 4.3670 -1.3031
H: -0.6119 4.4178 -4.8795
H: -1.3518 2.7437 -5.0371
H: -1.3266 1.1503 -2.9713
H: 1.5246 3.2713 -1.2369
Br: 4.1545 -0.7090 1.5444
C: 2.4577 -1.1788 0.7062
C: 1.8116 -2.3552 1.4008
Br: 2.6763 -4.0313 0.9020
H: 2.6630 -1.3590 -0.3525
H: 1.8354 -0.2846 0.8039
H: 0.7713 -2.4671 1.0829
H: 1.8488 -2.2893 2.4915
Br: 0.5242 -3.9425 5.0524
C: 0.2999 -5.3833 3.7578
C: -0.3645 -6.5859 4.3872
Br: 0.8930 -7.5906 5.4896
H: 1.2893 -5.6000 3.3458
H: -0.3321 -4.9621 2.9707
H: -0.6941 -7.2906 3.6188
H: -1.2134 -6.3280 5.0260

Summary:
Largest force on an atom in eV Å⁻¹: 5.28
Frontier orbital gap in eV: 4.9
HOMO energy in eV: -11.29
Charge: +1
Energy relative to the best compared isomer or geometry (same formula, charge and spin) in kJ/mol: 269.4
Calculated total energy in a.u.: -11531.78899

=====

Question: Number 2 is which compound?
Answer: C7H16Br4F4N4P

=====

Question: The lowest largest force on an atom belongs to which entry?
Answer: C20H26BBr2F4MgN2O17P2S

=====

Question: Among the records above, which one has the lowest largest force on an atom?
Answer: C20H26BBr2F4MgN2O17P2S

=====

Question: What is the calculated total energy in the second record?
Answer: -11531.78899 a.u.